#w
22
Properties=species:S:1:pos:R:3:lowdin_charge:R:1 method="wB97M-V/def2-TZVPD" smiles="C=CCC=C.O.O.O" multiplicity=1 gap_ha=0.371 e_lumo_ev=0.461 homo_ev=-9.633
C -0.669 -1.075 3.253 -0.004
C -0.602 -0.181 2.289 -0.197
C -1.056 -0.307 0.874 -0.218
C -0.914 -1.698 0.306 -0.179
C 0.150 -2.035 -0.405 0.004
H -0.260 -0.878 4.235 0.052
H -1.128 -2.047 3.139 0.057
H -0.038 0.697 2.568 0.090
H -2.098 0.048 0.848 0.118
H -0.556 0.369 0.181 0.094
H -1.632 -2.499 0.489 0.101
H 0.370 -3.054 -0.713 0.056
H 0.963 -1.374 -0.679 0.034
O 2.479 0.499 -0.949 -0.066
H 3.176 1.167 -0.935 0.044
H 1.908 0.550 -0.167 0.022
O -0.945 0.725 -3.067 -0.069
H -1.545 0.519 -3.797 0.035
H -0.201 0.131 -3.252 0.039
O 1.080 3.714 -1.639 -0.057
H 0.168 3.430 -1.762 0.030
H 1.349 3.300 -0.815 0.015

***

#x
22
Properties=species:S:1:pos:R:3:lowdin_charge:R:1 method="wB97M-V/def2-TZVPD" smiles="C=CCCCO.O.O" multiplicity=1 gap_ha=0.350 e_lumo_ev=0.314 homo_ev=-9.203
C 0.644 1.818 1.539 -0.010
C 0.339 0.970 0.541 -0.209
C -0.034 1.167 -0.900 -0.215
C -0.997 0.085 -1.614 -0.176
C -2.274 -0.149 -0.764 -0.286
O -2.774 -1.382 -1.184 -0.139
H 0.890 1.639 2.569 0.041
H 0.756 2.839 1.207 0.062
H 0.503 -0.089 0.737 0.091
H 0.925 1.149 -1.500 0.117
H -0.421 2.098 -1.322 0.101
H -1.079 0.484 -2.638 0.107
H -0.389 -0.853 -1.795 0.110
H -3.095 0.478 -1.201 0.135
H -2.098 -0.182 0.359 0.129
H -2.002 -2.087 -1.235 0.131
O 0.284 -4.040 -0.400 -0.058
H 0.762 -4.566 0.428 0.152
H 0.136 -3.264 -0.036 -0.098
O 3.211 1.683 2.511 -0.047
H 2.851 0.738 2.738 0.108
H 3.864 1.465 1.961 -0.047

***

Result of the stability comparison: #w is the most stable of them.

***

#w
23
Properties=species:S:1:pos:R:3:lowdin_charge:R:1 method="wB97M-V/def2-TZVPD" smiles=CCC(C)CC.O multiplicity=1 gap_ha=0.409 e_lumo_ev=0.604 homo_ev=-10.522
C 1.450 -2.598 0.167 -0.109
C 0.797 -1.377 0.873 -0.262
C 1.013 0.103 0.573 -0.443
C 2.490 0.493 0.708 -0.071
C -0.004 1.086 1.234 -0.217
C 0.063 2.463 0.589 -0.097
H 2.611 -2.596 0.055 0.094
H 0.891 -2.760 -0.798 0.074
H 1.334 -3.531 0.781 0.068
H -0.336 -1.316 0.733 0.115
H 0.857 -1.606 1.920 0.091
H 0.846 0.153 -0.505 0.125
H 2.950 -0.037 1.533 0.074
H 3.094 0.271 -0.213 0.090
H 2.457 1.587 0.721 0.054
H -0.106 0.836 2.306 0.122
H -0.843 0.503 0.815 0.091
H 0.997 2.921 0.845 0.047
H -0.842 3.010 0.765 0.068
H 0.389 2.363 -0.462 0.088
O -4.992 -0.170 -3.353 -0.059
H -4.998 0.801 -3.659 0.086
H -4.220 -0.264 -2.877 -0.026

***

#x
23
Properties=species:S:1:pos:R:3:lowdin_charge:R:1 method="wB97M-V/def2-TZVPD" smiles=CCC(C)(C)C.O multiplicity=1 gap_ha=0.415 e_lumo_ev=0.729 homo_ev=-10.569
C -1.631 0.576 -0.708 -0.105
C -0.975 0.817 0.715 -0.190
C 0.484 0.253 0.933 -0.620
C 0.778 -0.002 2.417 -0.076
C 0.641 -1.099 0.105 -0.061
C 1.506 1.230 0.421 -0.093
H -0.950 0.863 -1.527 0.067
H -2.541 1.196 -0.772 0.067
H -1.915 -0.481 -0.841 0.064
H -0.815 1.909 0.805 0.101
H -1.666 0.511 1.524 0.109
H 0.528 0.889 3.016 0.084
H 1.866 -0.172 2.475 0.081
H 0.262 -0.875 2.852 0.084
H 0.538 -0.854 -0.966 0.063
H -0.186 -1.769 0.394 0.082
H 1.595 -1.633 0.252 0.079
H 2.536 0.834 0.443 0.089
H 1.452 2.107 1.088 0.087
H 1.276 1.555 -0.608 0.087
O -1.178 -1.865 -3.704 -0.090
H -0.237 -2.145 -3.644 0.045
H -1.370 -1.847 -4.669 0.047

***

Result of the stability comparison: #x is the most stable of them.

***

#w
17
Properties=species:S:1:pos:R:3:lowdin_charge:R:1 method="wB97M-V/def2-TZVPD" smiles="O=C1O[C@@H]2CC[C@]12O.O" multiplicity=1 gap_ha=0.376 e_lumo_ev=0.266 homo_ev=-9.972
O 2.059 0.961 0.678 0.091
C 1.669 0.085 -0.094 -0.402
O 1.242 0.489 -1.290 0.038
C -0.285 -0.114 -0.922 -0.016
C -1.374 -0.166 0.148 -0.100
C -0.426 -0.928 1.103 -0.060
C 0.620 -1.036 -0.023 -0.405
O 1.052 -2.312 -0.297 0.065
H -0.617 -0.467 -1.905 0.148
H -2.263 -0.730 -0.158 0.128
H -1.743 0.788 0.544 0.099
H -0.801 -1.928 1.354 0.120
H -0.115 -0.435 2.031 0.124
H 1.674 -2.305 -1.034 0.118
O -0.358 2.600 -0.470 -0.126
H 0.557 2.419 0.168 0.155
H -0.892 3.079 0.169 0.022

***

#x
17
Properties=species:S:1:pos:R:3:lowdin_charge:R:1 method="wB97M-V/def2-TZVPD" smiles="C[C@@](O)(C=O)[C@@H](O)C=O" multiplicity=1 gap_ha=0.348 e_lumo_ev=-0.177 homo_ev=-9.646
C 1.590 0.909 -0.657 -0.001
C 0.719 0.037 0.229 -0.506
O 1.556 -0.776 1.040 0.012
C -0.208 0.939 1.144 -0.173
O -0.485 2.107 0.888 0.054
C -0.334 -0.758 -0.489 -0.227
O -0.549 -1.993 0.142 -0.025
C -1.864 0.045 -0.396 -0.118
O -2.817 -0.678 -0.147 0.049
H 2.148 0.291 -1.367 0.095
H 1.006 1.642 -1.219 0.091
H 2.315 1.454 -0.044 0.099
H 1.051 -1.591 1.232 0.100
H -0.456 0.425 2.087 0.150
H -0.193 -0.864 -1.566 0.153
H -1.505 -2.208 0.037 0.111
H -1.976 1.016 -0.913 0.135

***

#y
17
Properties=species:S:1:pos:R:3:lowdin_charge:R:1 method="wB97M-V/def2-TZVPD" multiplicity=1 gap_ha=0.331 e_lumo_ev=0.578 homo_ev=-8.440
O 0.277 1.203 -3.351 0.089
C -0.463 1.458 -2.439 -0.380
C 1.131 0.633 0.421 -0.080
O 0.617 1.736 1.091 -0.074
C -0.312 0.813 1.738 -0.112
C 0.315 -0.303 0.937 -0.183
C 0.203 -1.782 0.932 -0.236
O 1.122 -2.306 -0.001 -0.047
H -0.721 2.487 -2.122 0.143
H 1.995 0.711 -0.237 0.137
H -0.157 0.802 2.825 0.128
H -1.352 1.075 1.499 0.124
H 0.400 -2.177 1.945 0.125
H -0.834 -2.070 0.677 0.123
O -1.158 0.490 -1.810 0.039
H 1.028 -3.261 -0.035 0.086
H -2.089 0.491 -2.071 0.116

***

#z
17
Properties=species:S:1:pos:R:3:lowdin_charge:R:1 method="wB97M-V/def2-TZVPD" smiles="CC(=O)C=O.CC(=O)O" multiplicity=1 gap_ha=0.353 e_lumo_ev=0.253 homo_ev=-9.342
C -0.410 2.153 0.106 -0.003
C -0.941 0.759 0.004 -0.430
O -1.596 0.308 -0.909 0.075
C -1.245 0.091 1.441 -0.204
O -1.093 0.637 2.486 0.094
H -0.974 2.706 0.855 0.095
H 0.618 2.108 0.462 0.086
H -0.442 2.652 -0.859 0.089
H -1.713 -0.899 1.289 0.130
C 0.967 -1.027 -1.560 0.042
C 0.872 -1.165 0.017 -0.538
O 1.210 -0.305 0.796 0.082
O 0.753 -2.455 0.367 0.109
H 0.816 -2.007 -2.000 0.079
H 0.235 -0.377 -2.035 0.066
H 1.952 -0.613 -1.762 0.090
H 0.990 -2.566 1.302 0.137

***

Result of the stability comparison: #z is the most stable of them.

***

#w
23
Properties=species:S:1:pos:R:3:lowdin_charge:R:1 method="wB97M-V/def2-TZVPD" multiplicity=1 gap_ha=0.285 e_lumo_ev=0.605 homo_ev=-7.146
C 1.273 -1.534 1.761 -0.145
N 0.629 -1.516 0.474 -0.157
C -0.952 -0.469 0.245 -0.488
N -1.504 -1.293 -0.748 0.075
O 1.651 -1.103 -0.497 -0.161
N -1.539 -0.075 1.307 0.065
H 1.588 -1.206 -1.461 0.082
H -0.799 -1.971 -1.035 0.074
H -2.388 -1.705 -0.485 0.085
H -2.346 -0.646 1.539 0.036
H 0.492 -1.758 2.490 0.078
H 1.716 -0.563 2.038 0.061
H 2.092 -2.265 1.812 0.078
C -0.593 1.731 -1.769 -0.056
C 0.530 1.748 0.368 -0.069
N -0.037 0.885 -0.680 -0.158
H 0.371 0.097 -1.222 0.099
H -0.983 1.062 -2.532 0.080
H 0.225 2.315 -2.191 0.087
H -1.409 2.354 -1.399 0.090
H 1.406 2.267 -0.018 0.090
H 0.798 1.199 1.263 0.061
H -0.220 2.446 0.742 0.093

***

#x
23
Properties=species:S:1:pos:R:3:lowdin_charge:R:1 method="wB97M-V/def2-TZVPD" smiles="CC(N)=O.CN(C)NN" multiplicity=1 gap_ha=0.324 e_lumo_ev=0.789 homo_ev=-8.021
C 1.694 1.530 -1.017 -0.016
C 0.301 1.302 -1.586 -0.626
N 0.305 0.570 -2.750 0.155
O -0.650 2.029 -1.304 0.017
H 2.178 0.578 -0.810 0.072
H 1.626 2.124 -0.108 0.080
H 2.304 2.074 -1.735 0.086
H -0.597 0.375 -3.157 0.113
H 1.030 -0.104 -2.928 0.101
C 0.260 -2.207 1.261 -0.108
N -0.690 -1.116 1.318 -0.299
C -0.209 0.006 2.108 -0.095
N -1.085 -0.794 0.000 -0.157
N -2.269 -0.084 -0.109 -0.012
H -0.166 -2.995 0.651 0.075
H 1.222 -1.900 0.831 0.072
H 0.429 -2.586 2.265 0.078
H -0.007 -0.338 3.121 0.079
H 0.718 0.436 1.695 0.072
H -0.971 0.783 2.162 0.073
H -0.326 -0.162 -0.505 0.105
H -2.128 0.927 0.076 0.061
H -2.970 -0.449 0.523 0.077

***

Result of the stability comparison: #x is the most stable of them.